ORCA calculation (ωB97M-V with the def2-TZVPD basis set) on 3 unconnected molecules or ions with the total composition C29H62FN3O4PS at a distorted geometry.

Element x y z (Å)
C -5.506 0.742 -3.842
C -3.883 0.870 -3.655
O -3.086 0.228 -4.553
O -3.192 1.664 -2.628
C -3.764 1.391 -1.268
C -2.417 1.289 -0.269
P -2.809 0.397 1.376
C -3.410 -0.646 2.900
C -5.030 -1.055 2.783
C -5.331 -1.909 4.191
C -6.152 -3.286 3.847
N -5.198 -4.402 3.480
C -4.337 -5.088 4.520
C -3.544 -6.235 3.630
C -4.060 -6.047 2.055
C -5.138 -4.807 2.014
C -4.109 1.776 1.683
C -4.353 2.246 3.219
C -3.053 2.927 3.978
C -3.567 3.232 5.540
C -2.623 4.370 3.330
S -1.183 -1.009 1.207
O -0.455 -1.040 2.614
O -1.651 -2.452 0.769
F 0.095 -0.594 0.151
H -5.794 1.027 -4.950
H -5.771 -0.408 -3.689
H -6.117 1.357 -3.052
H -4.421 2.344 -1.025
H -4.369 0.390 -1.310
H -1.636 0.785 -0.967
H -1.994 2.382 -0.040
H -3.728 -0.428 0.604
H -1.900 1.191 2.162
H -3.142 -0.153 3.932
H -2.904 -1.729 2.934
H -5.222 -1.788 1.866
H -5.749 -0.141 2.822
H -4.313 -2.186 4.747
H -5.976 -1.209 4.910
H -6.705 -3.615 4.852
H -6.969 -3.087 3.032
H -4.242 -4.875 5.672
H -2.776 -7.036 4.046
H -3.717 -6.709 1.141
H -5.723 -4.338 1.116
H -5.135 1.419 1.187
H -3.800 2.779 1.110
H -5.151 3.136 3.158
H -4.831 1.471 3.947
H -2.150 2.162 4.101
H -4.416 4.066 5.507
H -4.115 2.242 5.918
H -2.686 3.524 6.256
H -1.741 4.241 2.552
H -3.500 4.908 2.769
H -2.307 5.065 4.238
C 5.787 3.623 0.028
C 4.535 3.216 0.805
N 3.312 3.188 -0.003
C 2.091 3.061 0.801
C 1.897 1.769 1.589
C 3.351 2.360 -1.211
C 3.658 0.877 -1.040
H 5.655 4.598 -0.451
H 6.638 3.698 0.715
H 6.050 2.887 -0.736
H 4.410 3.950 1.609
H 4.721 2.251 1.290
H 1.215 3.215 0.158
H 2.065 3.897 1.511
H 1.603 0.941 0.940
H 1.092 1.900 2.319
H 2.793 1.478 2.145
H 4.096 2.785 -1.894
H 2.404 2.464 -1.756
H 4.474 0.692 -0.336
H 3.956 0.450 -2.004
H 2.779 0.320 -0.708
C 7.431 -3.035 -7.073
C 7.487 -1.991 -5.959
N 6.179 -1.444 -5.585
C 6.272 -0.265 -4.716
C 6.866 -0.460 -3.325
C 5.153 -2.418 -5.205
C 5.460 -3.346 -4.034
H 6.945 -2.633 -7.968
H 8.449 -3.334 -7.349
H 6.902 -3.938 -6.760
H 8.119 -1.173 -6.323
H 8.004 -2.425 -5.095
H 5.279 0.190 -4.613
H 6.872 0.493 -5.237
H 6.161 -0.950 -2.650
H 7.099 0.515 -2.884
H 7.794 -1.038 -3.342
H 4.927 -3.038 -6.080
H 4.209 -1.894 -5.001
H 6.476 -3.746 -4.068
H 4.772 -4.198 -4.052
H 5.315 -2.844 -3.075

Computed properties:
**LUMO level**: 2.43 eV
**Net charge**: -1
**Multiplicity**: 1
**Orbital gap**: 7.747 eV